Entry 1:
C21H44BaBrCl2GeN3O6Si3 | ωB97M-V/def2-TZVPD

Each line ends with the Löwdin charge.
Atoms and positions in Å:
Ba (-0.93713, 1.76384, -0.31996)  1.652
C (-3.22336, 4.70670, 0.50146)  -0.171
C (-3.32293, 4.15090, 1.90676)  -0.166
O (-2.43967, 3.02124, 1.94990)  -0.259
C (-2.55492, 2.13170, 3.10153)  -0.158
C (-3.49199, 0.94679, 2.85013)  -0.183
O (-3.04822, 0.05468, 1.82030)  -0.182
C (-3.98163, -0.72089, 1.01015)  -0.148
C (-4.74613, 0.04633, -0.02630)  -0.174
O (-3.93874, 1.13137, -0.52346)  -0.251
C (-4.56169, 1.97412, -1.47835)  -0.181
C (-4.67333, 3.42286, -0.97740)  -0.152
O (-3.32888, 3.74879, -0.55925)  -0.215
H (-2.26988, 5.17851, 0.36759)  0.121
H (-3.99482, 5.51375, 0.35884)  0.145
H (-4.26964, 3.76666, 2.14283)  0.098
H (-3.02753, 4.98333, 2.61844)  0.149
H (-2.96706, 2.67425, 3.97776)  0.135
H (-1.53782, 1.75629, 3.32814)  0.132
H (-4.52866, 1.32943, 2.72728)  0.129
H (-3.45963, 0.37564, 3.84317)  0.146
H (-4.71381, -1.15424, 1.70010)  0.131
H (-3.37787, -1.46533, 0.49611)  0.122
H (-5.66933, 0.46837, 0.39558)  0.127
H (-4.92204, -0.64595, -0.89232)  0.148
H (-5.53330, 1.51886, -1.79515)  0.143
H (-3.82791, 2.07260, -2.27562)  0.125
H (-5.42045, 3.44344, -0.22300)  0.110
H (-4.93813, 4.11438, -1.83853)  0.151
Cl (2.75537, 5.09649, 2.61247)  0.589
C (1.51011, 3.90411, 2.96341)  -0.801
Cl (0.11436, 4.78081, 4.12747)  0.324
C (0.86400, 3.23323, 1.59601)  -0.782
O (0.90758, 1.96959, 1.51703)  -0.255
O (0.35403, 4.02693, 0.79131)  -0.132
H (1.94939, 3.20364, 3.68677)  0.042
N (0.39841, 2.48782, -2.92243)  -0.037
C (1.52003, 2.87121, -2.87392)  -0.447
N (2.79135, 3.10322, -2.94499)  0.038
C (3.47912, 3.65785, -1.98345)  -0.451
N (4.27408, 4.11930, -1.23429)  0.059
Br (-0.12118, -0.77212, -1.96007)  -0.097
C (-0.38468, -4.83036, -0.99603)  -0.268
Si (1.14255, -4.46620, -1.98277)  0.306
C (1.02841, -4.17024, -3.82749)  -0.251
C (2.41441, -5.77405, -1.69267)  -0.256
Ge (1.64115, -2.20763, -0.91080)  0.315
Si (1.50288, -1.97209, 1.45783)  0.296
C (-0.35628, -2.17865, 1.77940)  -0.252
C (2.43117, -0.54765, 2.28384)  -0.248
C (2.44252, -3.36027, 2.36204)  -0.275
Si (3.60191, -1.06986, -1.83332)  0.295
C (3.76003, 0.44791, -0.71123)  -0.246
C (3.26652, -0.64914, -3.64522)  -0.229
C (5.25809, -1.88864, -1.75153)  -0.251
H (-0.31212, -5.58789, -0.19283)  0.029
H (-1.18813, -5.25585, -1.61980)  0.017
H (-0.82383, -3.95797, -0.45427)  0.000
H (0.45297, -5.03743, -4.27355)  0.028
H (2.06976, -4.25517, -4.26500)  0.043
H (0.44882, -3.26356, -4.15333)  0.023
H (2.18143, -6.69047, -2.29055)  0.032
H (2.46747, -5.96425, -0.59618)  0.032
H (3.32708, -5.32851, -2.08909)  0.009
H (-1.05230, -1.95679, 0.93662)  -0.010
H (-0.54305, -1.59302, 2.68397)  0.015
H (-0.48507, -3.26076, 1.98191)  0.023
H (2.26311, 0.45033, 1.82200)  -0.011
H (3.49970, -0.77650, 2.34924)  0.028
H (2.18422, -0.38810, 3.34008)  0.028
H (3.36223, -3.58661, 1.77328)  0.017
H (1.92458, -4.36572, 2.31257)  0.019
H (2.60376, -3.10985, 3.45101)  0.028
H (2.84764, 1.06625, -0.82405)  0.007
H (4.60642, 1.14846, -0.97416)  0.040
H (3.88442, 0.21625, 0.38635)  0.015
H (4.15990, -0.85414, -4.28504)  0.027
H (2.95649, 0.38983, -3.74066)  0.003
H (2.45495, -1.24808, -4.08652)  0.000
H (5.84135, -1.70632, -2.67277)  0.020
H (5.16803, -2.96773, -1.66690)  0.000
H (5.86129, -1.43998, -0.94643)  0.026

Computed properties:
net charge	-1
LUMO energy (alpha / beta)	1.34 / 1.33	eV
energy above the lowest of the compared OMol25 structures with the same formula, charge and spin	2.371	eV
spin multiplicity	2
HOMO level (alpha / beta)	-1.168 / -4.624	eV



Entry 2:
C5H7N4 | ωB97M-V/def2-TZVPD

Each line ends with the Löwdin charge.
Atoms and positions in Å:
C (-0.69603, 0.48995, -2.25588)  0.006
C (-0.33998, -0.71386, -1.64300)  0.086
C (-0.54746, 1.68112, -1.62759)  -0.115
C (0.08901, -0.60546, -0.24912)  -0.301
C (0.49159, 1.21287, 2.09487)  0.008
N (-0.12621, 1.71580, -0.42145)  0.073
N (0.38158, 0.58066, 3.10999)  0.159
N (0.15249, 0.63899, 0.25708)  0.044
N (0.31664, -1.66399, 0.49185)  0.176
H (-0.97908, 0.46966, -3.31871)  0.139
H (-0.68121, -1.61389, -1.92605)  0.083
H (-0.94395, 2.57264, -1.96086)  0.111
H (0.84935, 2.25651, 2.15332)  0.135
H (0.15194, -0.46873, 3.02085)  0.131
H (0.26820, -2.71558, 0.27025)  0.196
H (0.89940, -1.48253, 1.24242)  0.070

Computed properties:
net charge	+1
LUMO energy	-4.28	eV
energy above the lowest of the compared OMol25 structures with the same formula, charge and spin	2.148	eV
HOMO level	-13.962	eV



Entry 3:
C2H5O4S | ωB97M-V/def2-TZVPD

Each line ends with the Löwdin charge.
Atoms and positions in Å:
C (0.75194, -0.90791, -0.38926)  -0.353
C (-1.06394, 0.34940, 0.09390)  -0.515
O (1.60491, 1.60433, -0.68750)  -0.397
O (2.98532, 0.05700, 0.77348)  -0.582
O (-1.49677, 0.68627, -1.19602)  -0.088
O (-0.54846, 1.15465, 0.90137)  -0.119
S (2.27178, 0.09448, -0.55017)  0.745
H (0.48837, -1.50353, -1.36801)  0.026
H (0.66320, -1.41349, 0.60000)  0.011
H (-1.66698, -0.44891, 0.52973)  0.109
H (-0.80570, 1.44756, -1.57158)  0.173
H (0.71710, 1.74503, -0.31161)  -0.012

Computed properties:
net charge	-1
LUMO energy	3.79	eV
energy above the lowest of the compared OMol25 structures with the same formula, charge and spin	3.468	eV
HOMO level	-2.872	eV



Entry 4:
C4H7NO2 | ωB97M-V/def2-TZVPD

Each line ends with the Löwdin charge.
Atoms and positions in Å:
C (-1.24828, -1.37958, -0.01848)  -0.026
C (-0.24530, -0.27896, 0.16048)  -0.364
C (0.59290, 0.48570, -0.79386)  -0.117
C (1.99917, 0.32575, -0.27434)  -0.247
O (2.65809, -0.63772, -0.59518)  0.060
N (-0.66129, 1.04437, -0.07055)  -0.053
O (-0.79246, 1.72020, 1.17791)  -0.037
H (-2.02631, -1.05140, -0.71690)  0.085
H (-0.77208, -2.27988, -0.40413)  0.078
H (-1.73500, -1.59264, 0.94021)  0.081
H (0.54644, -0.34411, 0.99018)  0.161
H (0.52296, 0.42830, -1.88372)  0.147
H (2.38795, 1.12224, 0.38246)  0.135
H (-1.35778, 2.48661, 0.99148)  0.097

Computed properties:
SMILES	C[C@H]1[C@H](C=O)N1O
LUMO energy	0.91	eV
energy above the lowest of the compared OMol25 structures with the same formula, charge and spin	4.914	eV
HOMO level	-9.500	eV



Entry 5:
C24H31IN5O3Ti | ωB97M-V/def2-TZVPD

Each line ends with the Löwdin charge.
Atoms and positions in Å:
Ti (0.52997, -0.13532, 0.21768)  0.726
C (1.58877, -3.92692, -1.95572)  -0.001
C (0.16297, -3.47232, -2.03112)  -0.247
N (-0.65773, -4.11522, -2.83352)  0.137
C (-1.92373, -3.73192, -2.92922)  -0.082
C (-2.46573, -2.66052, -2.24992)  -0.122
C (-3.92023, -2.30722, -2.44162)  -0.205
O (-4.64863, -2.27312, -1.23452)  -0.050
C (-1.61293, -1.90792, -1.39592)  -0.075
C (-2.09083, -0.81722, -0.62642)  -0.004
N (-1.36293, 0.09818, 0.03328)  -0.044
C (-2.06923, 0.92898, 0.92048)  -0.217
C (-3.46043, 1.08228, 0.79128)  -0.017
C (-4.25773, 1.47968, 1.84218)  -0.054
C (-3.67273, 1.69328, 3.07668)  -0.046
C (-2.29403, 1.76778, 3.15518)  -0.040
C (-1.45653, 1.50778, 2.06898)  -0.157
I (0.24297, -1.42212, 2.65748)  0.425
C (-0.26403, -2.35672, -1.28502)  -0.260
O (0.55707, -1.72052, -0.49032)  -0.300
H (1.68287, -4.87552, -2.47442)  0.091
H (2.24527, -3.19692, -2.43622)  0.084
H (1.89767, -4.04912, -0.91682)  0.093
H (-2.53103, -4.32432, -3.59702)  0.120
H (-4.01833, -1.30262, -2.86952)  0.134
H (-4.36713, -3.01622, -3.14962)  0.127
H (-4.70733, -3.16572, -0.87552)  0.110
H (-3.16823, -0.80642, -0.50582)  0.112
H (-3.93253, 0.87208, -0.15662)  0.116
H (-5.32403, 1.56358, 1.70618)  0.115
H (-4.27413, 1.86388, 3.95468)  0.115
H (-1.86373, 2.03018, 4.10648)  0.109
O (2.88477, -0.94492, -0.29532)  -0.156
C (3.57557, -1.37892, 0.88128)  -0.231
C (4.12607, -0.16192, 1.64498)  -0.130
C (3.48317, 1.15748, 1.18158)  -0.126
C (2.27207, 1.55008, 1.98548)  -0.303
C (2.53507, 2.07608, 3.24898)  0.021
C (1.50177, 2.68088, 3.98238)  -0.027
C (0.27837, 2.77528, 3.41218)  0.002
C (-0.04533, 2.13248, 2.09578)  -0.274
N (1.05707, 1.40978, 1.46588)  -0.080
H (2.66677, -1.75312, -0.78522)  0.068
H (4.40487, -2.03272, 0.58608)  0.129
H (2.89057, -1.95652, 1.51558)  0.050
H (5.20377, -0.09622, 1.49408)  0.118
H (3.94997, -0.30512, 2.71268)  0.118
H (3.23707, 1.10288, 0.11578)  0.101
H (4.21797, 1.95448, 1.31648)  0.131
H (3.54617, 2.06448, 3.62518)  0.130
H (1.70217, 3.12138, 4.94848)  0.123
H (-0.47503, 3.41098, 3.84508)  0.120
H (-0.22633, 3.01098, 1.42548)  0.164
N (0.85597, 2.58018, -1.03182)  0.001
C (0.38287, 2.57078, -2.41822)  -0.250
C (0.99177, 1.36458, -3.12432)  -0.230
N (0.65277, 0.16198, -2.36172)  0.004
H (0.44767, 3.38018, -0.55392)  0.081
H (1.86377, 2.73608, -1.04082)  0.087
H (0.64547, 3.48258, -2.97172)  0.119
H (-0.70793, 2.48368, -2.39712)  0.117
H (2.08157, 1.46118, -3.15382)  0.123
H (0.61977, 1.31818, -4.15682)  0.123
H (1.15587, -0.63312, -2.75592)  0.100
H (-0.33993, -0.02752, -2.51222)  0.083

Computed properties:
net charge	+1
LUMO energy (alpha / beta)	-3.80 / -4.39	eV
energy above the lowest of the compared OMol25 structures with the same formula, charge and spin	2.852	eV
spin multiplicity	3
HOMO level (alpha / beta)	-10.246 / -10.579	eV



Entry 6:
C52H58F5O5Rh | ωB97M-V/def2-TZVPD

Each line ends with the Löwdin charge.
Atoms and positions in Å:
Rh (0.13498, -0.34205, -2.85536)  1.300
C (3.19920, -0.13570, -3.89007)  -0.030
O (2.40250, -0.46319, -2.73868)  -0.223
C (2.82779, 0.02727, -1.49635)  -0.192
C (2.95532, -0.88977, -0.46460)  -0.118
C (2.48232, -2.31941, -0.61724)  -0.051
C (1.20873, -2.65964, 0.11458)  -0.083
C (1.18000, -3.67245, 1.03673)  0.035
C (-0.02170, -4.14800, 1.59988)  -0.116
C (-1.24631, -3.64057, 1.09633)  0.026
C (-1.29148, -2.62557, 0.19057)  -0.082
C (-2.55703, -2.27087, -0.54671)  -0.051
C (-3.01807, -0.83227, -0.45237)  -0.115
C (-3.70198, -0.39510, 0.67928)  0.035
C (-4.17041, 0.90704, 0.79815)  -0.153
C (-3.84849, 1.79214, -0.22806)  0.017
C (-3.12865, 1.41103, -1.35258)  -0.112
C (-2.57649, 2.47892, -2.27361)  -0.060
C (-1.23776, 2.94116, -1.72782)  -0.122
C (-1.22188, 3.79734, -0.64052)  0.013
C (-0.04599, 4.23575, -0.04039)  -0.165
C (1.13277, 3.77719, -0.60183)  0.017
C (1.16142, 2.91170, -1.69318)  -0.125
C (2.51617, 2.45668, -2.21786)  -0.062
C (3.06718, 1.38259, -1.29798)  -0.117
C (3.66906, 1.75298, -0.10206)  0.020
C (3.93593, 0.84809, 0.92243)  -0.150
C (3.51433, -0.46259, 0.73505)  0.037
C (4.60828, 1.32859, 2.20698)  -0.556
C (4.94962, 0.16891, 3.14406)  -0.068
C (5.91114, 2.06262, 1.86159)  -0.047
C (3.66159, 2.29070, 2.93942)  -0.040
C (-0.03280, 2.46818, -2.27600)  -0.299
O (-0.02486, 1.65133, -3.34848)  -0.226
C (-0.09931, 5.16974, 1.16740)  -0.553
C (1.29623, 5.51620, 1.68716)  -0.063
C (-0.87908, 4.48706, 2.30091)  -0.043
C (-0.80798, 6.47504, 0.78038)  -0.047
C (-2.79729, 0.06672, -1.48415)  -0.190
O (-2.21281, -0.42001, -2.65286)  -0.217
C (-2.98119, -0.29805, -3.85322)  -0.035
C (-4.98114, 1.39659, 1.99679)  -0.556
C (-4.18101, 2.47300, 2.74474)  -0.046
C (-6.30498, 1.99747, 1.50328)  -0.047
C (-5.30634, 0.26475, 2.97212)  -0.070
C (-0.04080, -1.97392, -0.18850)  -0.273
O (-0.06690, -0.85306, -0.72777)  -0.008
C (-0.05094, -5.24498, 2.65060)  -0.559
C (-0.75210, -6.48285, 2.06506)  -0.036
C (-0.83699, -4.74077, 3.87134)  -0.041
C (1.34949, -5.65223, 3.11141)  -0.066
H (4.13817, 0.31367, -3.57447)  0.108
H (3.39204, -1.06593, -4.42238)  0.098
H (2.65217, 0.54546, -4.53826)  0.088
H (2.31905, -2.53802, -1.67440)  0.121
H (3.25427, -3.00181, -0.25886)  0.127
H (2.11795, -4.13784, 1.31023)  0.110
H (-2.17880, -4.10101, 1.40422)  0.118
H (-2.37177, -2.51883, -1.59505)  0.124
H (-3.34610, -2.92938, -0.18032)  0.125
H (-3.87110, -1.11371, 1.47261)  0.112
H (-4.12525, 2.83774, -0.13971)  0.113
H (-2.45131, 2.13669, -3.29598)  0.091
H (-3.26282, 3.32695, -2.28153)  0.126
H (-2.17800, 4.12431, -0.23997)  0.109
H (2.08261, 4.09101, -0.18515)  0.097
H (2.41097, 2.12195, -3.24471)  0.090
H (3.19369, 3.31211, -2.21194)  0.127
H (3.88591, 2.80565, 0.04441)  0.113
H (3.61832, -1.19246, 1.52907)  0.114
H (5.58689, -0.56736, 2.64950)  0.089
H (5.48804, 0.55255, 4.01305)  0.085
H (4.05315, -0.33700, 3.51016)  0.084
H (6.60348, 1.39469, 1.34414)  0.092
H (5.73432, 2.92776, 1.22105)  0.076
H (6.39362, 2.41576, 2.77623)  0.085
H (2.70863, 1.80297, 3.15657)  0.094
H (4.10621, 2.61756, 3.88296)  0.088
H (3.45621, 3.17768, 2.33591)  0.061
H (1.84101, 4.62142, 1.99937)  0.062
H (1.88681, 6.03773, 0.93023)  0.089
H (1.20897, 6.17463, 2.55435)  0.086
H (-0.41744, 3.53183, 2.56255)  0.091
H (-0.89248, 5.12174, 3.19147)  0.086
H (-1.91358, 4.28989, 2.01106)  0.056
H (-0.25894, 6.98832, -0.01233)  0.090
H (-1.82182, 6.28842, 0.42122)  0.076
H (-0.87252, 7.14365, 1.64367)  0.084
H (-4.04172, -0.23833, -3.61314)  0.109
H (-2.67558, 0.57749, -4.42365)  0.083
H (-2.78501, -1.19434, -4.44092)  0.097
H (-4.00109, 3.34452, 2.11156)  0.067
H (-4.72793, 2.80627, 3.63057)  0.087
H (-3.21211, 2.08196, 3.06308)  0.091
H (-6.14129, 2.83424, 0.82264)  0.076
H (-6.89518, 1.24452, 0.97617)  0.091
H (-6.89024, 2.36212, 2.35127)  0.085
H (-4.40350, -0.15589, 3.42161)  0.085
H (-5.92832, 0.65248, 3.78158)  0.085
H (-5.85692, -0.53952, 2.47951)  0.087
H (-1.79297, -6.27657, 1.81177)  0.079
H (-0.24531, -6.82412, 1.16015)  0.094
H (-0.73718, -7.29369, 2.79644)  0.088
H (-1.86049, -4.46948, 3.60986)  0.078
H (-0.87869, -5.52414, 4.63130)  0.088
H (-0.35465, -3.86385, 4.30851)  0.093
H (1.92615, -6.10315, 2.30152)  0.087
H (1.90710, -4.80030, 3.50639)  0.089
H (1.26303, -6.39303, 3.90778)  0.087
F (1.69394, -5.43412, -7.17716)  0.109
C (1.25062, -4.70691, -6.14312)  -0.155
C (1.06357, -3.34447, -6.26813)  -0.155
F (1.32757, -2.73665, -7.43012)  0.116
C (0.60284, -2.61380, -5.19229)  -0.142
F (0.43063, -1.27489, -5.35898)  0.046
C (0.30056, -3.17385, -3.94099)  -0.291
O (-0.14011, -2.48507, -2.92414)  -0.150
C (0.51036, -4.55897, -3.86178)  -0.142
F (0.25636, -5.18064, -2.69831)  0.100
C (0.97090, -5.30595, -4.92751)  -0.147
F (1.15276, -6.62451, -4.78840)  0.115

Computed properties:
LUMO energy (alpha / beta)	0.37 / -2.05	eV
spin multiplicity	5
HOMO level (alpha / beta)	-7.257 / -7.580	eV